C26H41N2STc as an isolated structure, computed with ωB97M-V with the def2-TZVPD basis set.

Each line ends with the Mulliken charge.
Geometry (Å):
C 1.00 -1.83 -0.08  -0.662
C 2.01 -1.23 -0.94  1.022
C 1.63 -1.43 -2.29  0.899
C 0.35 -2.03 -2.33  1.030
C -0.10 -2.22 -0.97  1.673
Tc -0.13 -0.14 -0.31  -0.760
C -2.54 1.68 -1.19  1.624
C -2.39 1.10 0.07  -0.342
H -2.59 1.70 0.96  0.236
C -2.08 -0.33 0.26  -1.389
H -2.67 -1.00 -0.37  0.510
H -2.15 -0.68 1.30  0.568
C -3.10 3.07 -1.32  -1.603
H -2.77 3.72 -0.51  0.389
H -2.78 3.50 -2.28  0.409
H -4.21 3.07 -1.32  0.372
C -2.89 0.78 -2.37  -1.499
H -2.30 -0.15 -2.40  0.078
H -3.95 0.48 -2.36  0.353
H -2.70 1.31 -3.31  0.378
C 3.32 -0.69 -0.51  -1.424
H 3.31 -0.40 0.54  -0.115
H 4.12 -1.43 -0.65  0.309
H 3.59 0.21 -1.09  0.392
C 2.49 -1.11 -3.46  -1.753
H 2.88 -0.08 -3.39  0.403
H 3.36 -1.78 -3.51  0.377
H 1.94 -1.20 -4.40  0.355
C -0.36 -2.52 -3.53  -1.953
H -0.30 -1.80 -4.36  0.379
H 0.08 -3.46 -3.89  0.421
H -1.42 -2.70 -3.32  0.313
C -1.16 -3.19 -0.58  -1.915
H -2.04 -3.09 -1.23  0.519
H -0.79 -4.22 -0.68  0.348
H -1.48 -3.05 0.46  0.320
C 1.24 -2.46 1.25  -1.093
H 0.30 -2.61 1.78  0.281
H 1.73 -3.44 1.14  0.295
H 1.89 -1.83 1.87  0.058
C -0.04 1.39 -1.82  0.835
C -0.29 2.69 -1.43  0.338
C 0.20 1.17 -3.18  -0.174
C 0.19 3.78 -2.19  -0.972
H -0.46 2.74 -0.34  0.308
C 0.57 2.24 -4.01  -0.719
H 0.06 0.19 -3.63  0.357
C 0.62 3.54 -3.50  -0.579
H 0.21 4.78 -1.77  0.481
H 0.84 2.04 -5.05  0.479
H 0.96 4.37 -4.14  0.408
C -1.89 1.18 3.44  -0.974
N -0.73 0.45 3.94  0.034
C -0.73 0.17 5.38  -0.979
C 0.39 0.33 3.20  0.284
S 0.48 1.05 1.60  -0.348
N 1.53 -0.16 3.76  0.177
C 1.53 -1.38 4.58  -1.266
C 2.83 0.30 3.31  -0.969
H -2.52 1.43 4.29  0.494
H -2.47 0.57 2.74  0.179
H -1.57 2.10 2.93  0.391
H -0.86 -0.90 5.58  0.308
H 0.20 0.53 5.85  0.352
H -1.57 0.71 5.82  0.398
H 2.43 -1.96 4.33  0.434
H 1.59 -1.13 5.65  0.387
H 0.65 -2.01 4.38  0.394
H 3.20 -0.27 2.45  0.281
H 2.77 1.36 3.03  0.440
H 3.54 0.18 4.13  0.418

Calculated values
Total energy (eV): -43631.2055
Multiplicity: 4
E_LUMO (alpha / beta) (Eh): -0.1249 / -0.1310
Maximum force (Eh/bohr): 0.07245
Gap between HOMO and LUMO (alpha / beta) (eV): 5.51 / 6.77
ΔE to the lowest compared entry with this formula, charge and spin (eV): 1.019
Charge: +1

C26H42AgClN6O5Si2Te as an isolated structure, computed with ωB97M-V with the def2-TZVPD basis set.

Each line ends with the Mulliken charge.
Geometry (Å):
Ag -0.15 0.18 0.12  1.423
N -3.54 1.23 1.39  -0.274
C -3.67 -0.04 0.95  0.464
N -4.83 -0.65 1.19  -0.692
C -4.89 -1.89 0.73  0.384
N -6.06 -2.55 0.88  -0.349
N -3.90 -2.56 0.11  -0.634
C -2.80 -1.84 -0.06  0.002
N -2.62 -0.57 0.30  -0.034
C -1.65 -2.56 -0.72  0.583
C -1.70 -3.93 -0.87  -0.549
C -0.63 -4.58 -1.47  -0.433
C 0.44 -3.82 -1.92  -0.866
C 0.39 -2.45 -1.74  -0.319
N -0.62 -1.83 -1.14  -0.265
H -4.24 1.54 2.05  0.265
H -2.61 1.59 1.53  -0.088
H -6.77 -2.14 1.45  0.252
H -6.08 -3.54 0.69  0.246
H -2.57 -4.47 -0.51  0.477
H -0.63 -5.65 -1.58  0.420
H 1.29 -4.27 -2.40  0.414
H 1.20 -1.81 -2.08  0.708
C 8.67 0.19 -0.26  -1.504
C 7.17 0.06 -0.24  0.653
C 6.54 -0.92 0.51  -0.908
C 5.16 -1.06 0.52  0.776
C 4.54 -2.13 1.38  -1.639
C 4.38 -0.18 -0.26  0.323
C 2.93 -0.39 -0.29  0.104
O 2.13 0.24 -0.96  -0.494
C 5.00 0.85 -1.00  0.929
C 4.23 1.86 -1.81  -0.966
C 6.38 0.94 -0.98  -0.954
H 9.14 -0.57 0.37  0.349
H 8.97 1.17 0.10  0.339
H 9.05 0.08 -1.27  0.334
H 7.14 -1.60 1.11  0.281
H 5.31 -2.63 1.96  0.375
H 4.03 -2.89 0.79  0.380
H 3.81 -1.72 2.08  0.264
H 2.56 -1.20 0.36  0.435
H 3.34 2.21 -1.29  -0.224
H 3.88 1.43 -2.75  0.309
H 4.87 2.71 -2.04  0.414
H 6.86 1.73 -1.55  0.381
C 0.04 5.68 3.73  -0.903
Si 0.09 3.89 4.23  0.206
C 1.04 3.69 5.82  -1.075
C -1.65 3.25 4.44  -0.898
C 0.98 2.94 2.89  -0.671
Te -0.17 2.87 1.09  -0.019
C 1.01 4.31 0.05  -0.793
Si 0.17 4.96 -1.49  0.062
C -0.07 3.56 -2.68  -0.805
C 1.26 6.28 -2.25  -1.042
C -1.47 5.71 -1.04  -1.016
H -0.53 6.27 4.45  0.351
H -0.46 5.79 2.76  0.164
H 1.04 6.12 3.65  0.299
H 0.56 4.26 6.63  0.326
H 2.07 4.05 5.73  0.320
H 1.06 2.65 6.13  0.313
H -2.00 3.44 5.46  0.391
H -1.70 2.17 4.26  0.240
H -2.33 3.74 3.75  0.278
H 1.21 1.91 3.16  0.194
H 1.92 3.43 2.60  0.562
H 1.96 3.82 -0.19  0.348
H 1.20 5.11 0.77  0.490
H 0.89 3.17 -3.04  0.234
H -0.64 3.88 -3.55  0.394
H -0.60 2.73 -2.21  0.184
H 2.24 5.88 -2.51  0.306
H 1.40 7.11 -1.55  0.305
H 0.80 6.68 -3.15  0.307
H -2.15 4.96 -0.61  0.333
H -1.96 6.12 -1.93  0.339
H -1.36 6.51 -0.31  0.305
O 1.46 -0.25 2.31  -0.593
Cl 0.23 -0.86 2.82  1.338
O -0.15 -1.93 1.91  -0.619
O 0.43 -1.35 4.15  -0.738
O -0.82 0.17 2.82  -0.504

Calculated values
Total energy (eV): -86389.4148
Multiplicity: 1
E_LUMO (Eh): 0.0036
Maximum force (Eh/bohr): 0.01322
Gap between HOMO and LUMO (eV): 7.89
ΔE to the lowest compared entry with this formula, charge and spin (eV): 0.347

C26H42Cl3N4O4SiSr as an isolated structure, computed with ωB97M-V with the def2-TZVPD basis set.

Each line ends with the Mulliken charge.
Geometry (Å):
C -4.52 -0.92 -2.35  -1.260
C -3.97 -1.81 -3.42  0.077
H -5.13 -0.12 -2.80  0.391
H -3.70 -0.46 -1.77  0.252
H -5.16 -1.48 -1.64  0.234
C -4.44 -1.95 -4.66  0.120
C -5.66 -1.29 -5.22  -1.377
H -3.92 -2.64 -5.34  0.275
H -5.74 -0.24 -4.88  0.356
H -6.58 -1.82 -4.93  0.255
H -5.62 -1.29 -6.32  0.363
Sr 0.95 2.24 3.18  1.329
Cl 0.41 0.94 5.35  -0.763
Cl -1.30 1.23 1.85  -0.732
C 1.40 -0.69 2.44  0.141
O 2.12 0.32 2.27  -0.757
N 1.94 -1.82 1.97  0.349
C 3.05 -1.71 1.04  -0.884
C 1.47 -3.10 2.41  -0.864
H 0.38 -0.75 2.90  0.342
H 3.48 -0.69 1.06  0.232
H 2.69 -1.94 0.02  0.085
H 3.81 -2.45 1.31  0.417
H 0.70 -2.94 3.17  0.291
H 2.32 -3.65 2.82  0.323
H 1.06 -3.62 1.54  0.232
H -1.76 5.08 0.18  0.267
H -0.78 2.89 -1.05  0.331
C -0.75 5.51 0.15  -0.901
C 0.07 3.57 -1.20  -1.024
N 0.21 4.47 -0.05  0.245
H -0.54 6.01 1.10  0.303
C 1.11 4.16 0.88  -0.045
O 1.63 3.02 0.93  -0.648
H 0.99 2.98 -1.32  0.249
H 1.45 4.99 1.54  0.590
H -0.68 6.21 -0.69  0.326
H -0.11 4.20 -2.08  0.357
O -1.54 -1.84 -3.35  -0.490
C -2.71 -2.59 -3.02  0.394
C -1.92 -4.19 -4.84  0.117
C -2.68 -3.96 -3.69  -0.219
H -1.31 -3.37 -5.26  0.413
C -1.94 -5.46 -5.43  -0.766
H -2.75 -2.74 -1.93  0.663
C -3.47 -4.98 -3.13  -0.462
H -1.34 -5.63 -6.33  0.385
C -2.72 -6.48 -4.89  -0.411
C -3.49 -6.24 -3.73  -0.658
H -4.07 -4.75 -2.24  0.380
H -2.74 -7.47 -5.35  0.371
H -4.10 -7.03 -3.30  0.389
Si -0.16 -1.73 -2.41  0.263
Cl -0.19 4.50 3.70  -0.674
C 1.18 -1.23 -3.60  -1.022
C 0.22 -3.40 -1.62  -0.995
C -0.38 -0.44 -1.09  -0.231
H 1.13 -1.83 -4.52  0.256
H 2.17 -1.37 -3.15  0.310
H 1.07 -0.17 -3.88  0.305
H -0.59 0.55 -1.52  -0.156
H 0.53 -0.34 -0.48  0.041
H -1.20 -0.68 -0.40  0.279
H 0.17 -4.22 -2.36  0.383
H -0.49 -3.64 -0.81  0.281
H 1.24 -3.39 -1.19  0.433
N 4.44 4.94 8.63  -0.343
C 3.53 4.27 7.89  0.389
O 2.53 3.79 8.38  -0.616
C 3.79 4.13 6.40  0.170
C 4.93 4.60 5.71  -0.256
C 5.04 4.42 4.32  -0.953
C 4.02 3.76 3.62  -0.453
N 2.97 3.29 4.31  0.137
C 2.81 3.47 5.63  -0.110
H 4.24 5.02 9.63  0.244
H 5.31 5.37 8.30  0.159
H 5.71 5.12 6.24  0.254
H 5.91 4.79 3.79  0.367
H 4.08 3.61 2.55  0.515
H 1.89 3.08 6.06  0.443

Calculated values
Total energy (eV): -88084.4210
Multiplicity: 1
E_LUMO (Eh): 0.0832
Maximum force (Eh/bohr): 0.04248
Gap between HOMO and LUMO (eV): 7.31
ΔE to the lowest compared entry with this formula, charge and spin (eV): 0.000
Charge: -1

C26H42Cl3N4O4SiTi as an isolated structure, computed with ωB97M-V with the def2-TZVPD basis set.

Each line ends with the Mulliken charge.
Geometry (Å):
C -1.98 -2.52 -4.36  -1.743
C -1.32 -2.87 -3.02  1.200
H -2.45 -3.38 -4.85  0.351
H -1.22 -2.09 -5.04  0.198
H -2.77 -1.79 -4.17  0.386
C -0.47 -3.98 -3.01  -0.540
C 0.22 -4.67 -4.16  -1.448
H -0.25 -4.46 -2.06  0.230
H 0.97 -4.05 -4.68  0.196
H -0.40 -5.16 -4.93  0.345
H 0.77 -5.53 -3.72  0.366
Ti 0.34 2.18 0.80  0.253
Cl -1.92 2.55 0.72  -0.666
Cl 1.82 3.72 0.09  -0.639
H 1.41 6.42 4.15  0.386
H -0.84 7.27 3.72  0.323
C 1.40 5.72 3.31  -0.928
C -0.76 6.80 2.74  -0.906
N 0.02 5.57 2.88  0.221
H 1.77 4.73 3.61  0.241
C -0.47 4.38 2.55  0.084
O 0.28 3.35 2.47  -0.461
H -1.76 6.59 2.36  0.288
H -1.55 4.33 2.38  0.456
H 2.03 6.10 2.47  0.267
H -0.26 7.50 2.06  0.316
H 1.73 -0.54 -2.94  0.053
H 2.21 -3.36 -1.45  0.243
C 2.71 -0.63 -2.42  -0.824
C 3.00 -2.70 -1.09  -0.876
N 2.55 -1.32 -1.13  0.343
H 3.17 0.36 -2.30  0.283
C 2.39 -0.65 0.05  0.142
O 2.32 0.60 0.17  -0.621
H 3.27 -2.96 -0.06  0.309
H 2.28 -1.36 0.89  0.179
H 3.33 -1.27 -3.06  0.389
H 3.87 -2.83 -1.76  0.445
O -0.88 -1.51 -2.35  -0.152
C -1.86 -2.20 -1.67  -0.615
C -0.17 -3.04 0.07  0.325
C -1.51 -2.84 -0.34  0.087
H 0.65 -2.65 -0.56  0.619
C 0.13 -3.67 1.27  -0.782
H -2.81 -1.66 -1.75  0.363
C -2.52 -3.34 0.50  -0.531
H 1.17 -3.77 1.61  0.273
C -0.88 -4.15 2.10  -0.454
C -2.20 -3.99 1.69  -0.781
H -3.57 -3.22 0.22  0.334
H -0.66 -4.60 3.06  0.390
H -2.99 -4.34 2.34  0.377
Si -0.72 2.51 -2.99  0.650
Cl -0.06 1.08 -1.16  0.366
C 0.88 3.34 -3.62  -0.969
C -1.44 3.98 -2.09  -1.026
C -1.83 1.81 -4.24  -0.952
H 1.73 2.64 -3.73  0.255
H 1.18 4.14 -2.91  0.255
H 0.65 3.79 -4.60  0.356
H -1.31 1.21 -5.00  0.320
H -2.30 2.67 -4.73  0.387
H -2.62 1.20 -3.79  0.258
H -2.35 3.72 -1.52  0.271
H -1.71 4.73 -2.85  0.380
H -0.71 4.45 -1.39  0.137
N 0.86 -2.25 6.26  -0.407
C -0.13 -2.34 5.31  0.119
O -1.02 -3.19 5.34  -0.663
C 0.03 -1.37 4.18  1.160
C 1.25 -0.81 3.84  -1.015
C 1.33 0.19 2.88  -0.838
N 0.25 0.55 2.13  0.980
C -0.91 -0.15 2.32  -0.359
C -1.08 -1.03 3.38  -0.974
H 0.66 -2.77 7.10  0.274
H 1.38 -1.39 6.36  0.201
H 2.18 -1.12 4.32  0.353
H 2.26 0.73 2.66  0.535
H -1.73 0.09 1.63  0.282
H -2.06 -1.46 3.56  0.373

Calculated values
Total energy (eV): -110357.2074
Multiplicity: 3
E_LUMO (alpha / beta) (Eh): 0.0742 / 0.0736
Maximum force (Eh/bohr): 0.07824
Gap between HOMO and LUMO (alpha / beta) (eV): 3.55 / 3.54
ΔE to the lowest compared entry with this formula, charge and spin (eV): 6.092
Charge: -1

C26H42EuN3O5PSSb as an isolated structure, computed with ωB97M-V with the def2-TZVPD basis set.

Each line ends with the Mulliken charge.
Geometry (Å):
Eu -0.29 -0.20 1.19  0.654
C -1.33 -5.06 0.57  -1.514
C -1.36 -3.53 0.56  0.260
N -0.59 -2.81 1.36  0.694
N 0.25 -3.31 2.24  -1.040
C 0.50 -2.40 3.24  0.453
O 0.18 -1.16 3.28  -0.740
C 1.55 -2.81 4.17  0.334
C 1.95 -1.89 5.16  -0.395
C 3.27 -1.91 5.59  -0.347
C 4.20 -2.80 5.05  -0.506
C 3.73 -3.82 4.22  -0.327
C 2.39 -3.90 3.85  -0.383
C -2.31 -2.78 -0.24  0.606
C -3.12 -3.31 -1.24  -0.677
C -3.92 -2.41 -1.98  -0.311
C -3.97 -1.07 -1.63  -0.612
C -3.20 -0.63 -0.59  -0.033
N -2.36 -1.43 0.07  -0.232
H -0.66 -5.34 1.37  0.379
H -0.92 -5.41 -0.38  0.303
H -2.34 -5.48 0.68  0.347
H 1.21 -1.17 5.58  0.266
H 3.58 -1.15 6.30  0.324
H 5.27 -2.72 5.25  0.371
H 4.42 -4.59 3.89  0.339
H 2.08 -4.72 3.18  0.299
H -3.12 -4.38 -1.45  0.351
H -4.46 -2.78 -2.84  0.393
H -4.57 -0.37 -2.20  0.389
H -3.24 0.39 -0.20  0.328
O 1.18 0.81 -1.12  -0.558
S 2.08 0.14 -0.01  1.433
O 3.49 0.21 -0.14  -0.807
O 1.42 -1.18 0.03  -0.446
O 1.66 0.84 1.24  -0.451
C -1.06 -1.79 -5.36  -1.021
C -0.32 -2.33 -4.19  -0.919
Sb 0.81 -0.71 -2.73  0.564
C 2.69 -0.56 -3.90  -0.844
C 2.49 -0.72 -5.39  -0.824
C -0.36 1.11 -3.35  -0.661
C 0.67 2.14 -3.73  -0.923
H -1.04 -2.50 -6.21  0.337
H -0.57 -0.90 -5.77  0.233
H -2.08 -1.48 -5.14  0.293
H 0.56 -2.92 -4.46  0.428
H -0.97 -2.91 -3.52  0.236
H 3.31 -1.37 -3.49  0.474
H 3.09 0.43 -3.62  0.350
H 1.98 -1.66 -5.66  0.169
H 3.44 -0.64 -5.98  0.330
H 1.90 0.13 -5.78  0.142
H -0.99 1.36 -2.46  0.172
H -0.95 0.82 -4.21  0.475
H 1.59 2.17 -3.09  0.107
H 0.34 3.21 -3.68  0.309
H 1.07 1.93 -4.72  0.344
C 0.58 2.61 3.95  -0.946
C -0.36 3.61 3.27  -0.788
P -0.87 2.97 1.59  0.539
C -2.50 3.88 1.32  -0.507
C -2.90 5.09 2.20  -1.283
C 0.24 3.96 0.45  -0.332
C -0.04 5.47 0.34  -1.150
H 0.85 3.02 4.96  0.439
H 1.47 2.41 3.33  0.205
H 0.03 1.66 4.13  0.168
H 0.09 4.57 3.04  0.318
H -1.27 3.80 3.84  0.334
H -3.28 3.09 1.33  0.330
H -2.45 4.17 0.26  0.397
H -3.07 4.78 3.23  0.334
H -3.81 5.55 1.81  0.387
H -2.14 5.88 2.23  0.234
H 0.15 3.43 -0.52  0.136
H 1.28 3.78 0.75  0.424
H -0.92 5.74 -0.28  0.263
H 0.81 5.96 -0.17  0.378
H -0.13 5.91 1.35  0.203

Calculated values
Total energy (eV): -88342.3893
Multiplicity: 8
E_LUMO (alpha / beta) (Eh): 0.0811 / 0.0810
Maximum force (Eh/bohr): 0.06799
Gap between HOMO and LUMO (alpha / beta) (eV): 5.10 / 5.11
ΔE to the lowest compared entry with this formula, charge and spin (eV): 2.330
Charge: -1

An isolated ion of composition C26H42F3OSi4 and charge +1, computed with ωB97M-V with the def2-TZVPD basis set.

Each line ends with the Mulliken charge.
Geometry (Å):
C 3.69 -3.79 1.47  -1.030
Si 2.57 -3.66 -0.04  0.761
C 3.61 -3.63 -1.61  -1.136
C 1.34 -5.07 -0.13  -1.059
Si 1.34 -1.66 0.33  0.150
Si 0.05 -1.72 2.25  0.730
C 0.51 -3.22 3.28  -1.087
C 0.45 -0.08 3.07  -0.559
C -1.75 -1.93 1.71  -0.734
Si 2.85 0.10 0.03  0.381
C 3.97 0.14 1.53  -1.014
C 3.86 -0.15 -1.55  -1.215
C 1.87 1.70 -0.18  -0.870
O 0.13 -0.98 -0.82  -0.413
C -1.05 -0.86 -1.34  -0.048
C -1.71 -2.07 -1.92  -1.425
C -1.40 0.54 -1.76  -0.396
H 4.22 -4.75 1.36  0.438
H 4.42 -2.98 1.51  0.263
H 3.12 -3.81 2.41  0.234
H 3.85 -4.67 -1.85  0.399
H 3.06 -3.20 -2.46  0.310
H 4.54 -3.07 -1.47  0.283
H 1.92 -5.98 -0.36  0.417
H 0.79 -5.23 0.81  0.286
H 0.61 -4.92 -0.94  0.296
H -0.24 -3.25 4.09  0.405
H 0.46 -4.15 2.71  0.280
H 1.51 -3.10 3.72  0.273
H -0.27 0.04 3.89  0.362
H 1.47 -0.08 3.47  0.345
H 0.34 0.78 2.40  -0.105
H -2.36 -1.92 2.63  0.496
H -2.13 -1.13 1.06  -0.046
H -1.92 -2.88 1.20  0.278
H 4.61 1.03 1.43  0.420
H 3.40 0.22 2.47  0.238
H 4.62 -0.75 1.59  0.307
H 4.27 0.82 -1.84  0.424
H 4.70 -0.84 -1.40  0.276
H 3.25 -0.53 -2.38  0.337
H 2.60 2.52 -0.24  0.564
H 1.28 1.70 -1.10  0.185
H 1.19 1.92 0.66  0.085
H -2.76 -1.85 -2.16  0.420
H -1.20 -2.43 -2.83  0.380
H -1.71 -2.92 -1.23  0.282
H -1.72 0.30 -2.78  0.547
H -0.51 1.19 -1.83  -0.202
F -0.16 5.53 3.30  -0.259
C -1.35 4.86 3.42  0.830
F -1.33 4.26 4.64  -0.281
F -2.33 5.82 3.44  -0.251
C -1.56 3.89 2.29  0.484
C -1.68 2.52 2.50  -1.319
C -1.93 1.68 1.41  -0.236
C -2.06 2.17 0.11  0.507
C -2.50 1.26 -1.09  0.958
C -3.08 2.11 -2.26  0.083
C -4.32 1.81 -2.84  -0.638
C -4.55 2.12 -4.18  -0.611
C -3.57 2.75 -4.95  -0.518
C -2.36 3.15 -4.35  -1.052
C -2.15 2.85 -3.00  -0.157
C -1.83 3.55 -0.06  0.109
C -1.60 4.42 1.01  -2.056
H -1.62 2.12 3.51  0.561
H -2.08 0.62 1.62  0.395
H -3.27 0.55 -0.69  0.971
H -5.08 1.27 -2.26  0.423
H -5.48 1.79 -4.67  0.379
H -3.71 2.94 -6.01  0.409
H -1.58 3.64 -4.92  0.393
H -1.15 3.05 -2.59  0.288
H -1.92 4.03 -1.04  0.627
H -1.48 5.48 0.83  0.448

Calculated values
Total energy (eV): -69350.4512
Multiplicity: 1
E_LUMO (Eh): -0.1546
Maximum force (Eh/bohr): 0.07572
Gap between HOMO and LUMO (eV): 7.17
ΔE to the lowest compared entry with this formula, charge and spin (eV): 0.363
Charge: +1